No. 1
Entry from the OMol25 dataset: 12 unconnected molecules or ions with the total composition C44H76Cl4O20S4 in a non-equilibrium geometry (ωB97M-V/def2-TZVPD).

Kohn-Sham gap = 9.9209 eV
SMILES string = O=S1(=O)CCCC1.O=S1(=O)CCCC1.O=S1(=O)CCCC1.O=S1(=O)CCCC1.O=C1CCCO1.O=C1CCCO1.O=C1CCCO1.O=C1CCCO1.O=C1CCCO1.O=C1CCCO1.ClCCCl.ClCCCl
net charge = 0
E = -181239.0900 eV

Structure (XYZ):
```
148
C44H76Cl4O20S4 | the OMol25 dataset | ωB97M-V/def2-TZVPD
O -0.63353 2.29308 -3.64473
S -1.55272 1.86473 -4.69596
O -2.24758 0.60834 -4.39867
C -2.79913 3.12299 -5.31653
C -2.80225 3.03347 -6.87101
C -1.36950 2.79327 -7.32733
C -0.65510 1.82119 -6.32024
H -2.50072 4.07293 -4.87306
H -3.77767 2.94131 -4.87208
H -3.31261 2.13884 -7.22775
H -3.27994 3.88243 -7.36008
H -0.75058 3.68966 -7.28845
H -1.32080 2.31901 -8.30754
H 0.32159 2.22239 -6.04964
H -0.65048 0.76486 -6.58902
O -2.31449 -5.83181 5.50389
S -1.52941 -5.52344 4.28635
O -0.17757 -4.84830 4.41419
C -1.42881 -6.95110 3.10069
C -2.30563 -6.52205 1.89679
C -3.46370 -5.60975 2.42775
C -2.75465 -4.57792 3.25087
H -1.85753 -7.84492 3.55388
H -0.36294 -7.04289 2.89190
H -1.71905 -6.05802 1.10389
H -2.61114 -7.48939 1.49801
H -4.15205 -6.14827 3.07911
H -4.09635 -5.18820 1.64663
H -3.34828 -3.96687 3.93081
H -2.21133 -3.84661 2.65246
O 1.14184 4.47572 -4.64282
S 0.59302 5.23748 -3.53224
O -0.79564 5.68165 -3.54267
C 0.77921 4.23273 -1.94743
C 1.90493 4.94622 -1.12197
C 1.88614 6.47961 -1.37944
C 1.76724 6.61574 -2.88934
H 0.99337 3.19863 -2.21740
H -0.17270 4.25968 -1.41711
H 1.92349 4.63321 -0.07805
H 2.92959 4.60247 -1.26337
H 2.77547 6.91868 -0.92733
H 1.00260 6.92928 -0.92640
H 2.71487 6.35527 -3.36077
H 1.48632 7.56053 -3.35469
O 4.55680 4.50244 0.77648
S 5.45299 3.55655 1.41269
O 6.08912 3.81614 2.69766
C 4.36787 2.10468 1.54998
C 4.96320 1.04932 0.62552
C 6.53951 1.28198 0.48704
C 6.64095 2.77564 0.21726
H 3.32280 2.36698 1.38529
H 4.47355 1.84417 2.60310
H 4.68226 0.08833 1.05642
H 4.42660 0.97264 -0.32014
H 6.82471 0.65574 -0.35829
H 6.98784 0.88372 1.39726
H 6.26474 3.10007 -0.75295
H 7.61655 3.23963 0.36223
O 2.49727 -3.57051 -3.51573
C 2.19634 -2.37104 -3.53271
C 2.95945 -1.16034 -3.26854
C 2.10310 -0.03672 -3.92120
C 0.71321 -0.68572 -3.90822
O 0.89868 -2.08813 -3.84529
H 3.11271 -0.99860 -2.20156
H 3.93495 -1.16697 -3.75481
H 2.16206 0.93326 -3.42747
H 2.40417 0.20863 -4.93966
H 0.21892 -0.36163 -2.99239
H 0.12741 -0.42387 -4.78934
O -0.92847 -6.04559 -1.43092
C -1.48591 -5.17641 -2.07563
C -1.28963 -3.71853 -1.92316
C -2.45957 -3.15595 -2.82351
C -2.81577 -4.32534 -3.76133
O -2.40579 -5.45103 -3.04893
H -1.28760 -3.48263 -0.85900
H -0.32787 -3.57629 -2.41600
H -3.23049 -2.94921 -2.08118
H -2.14941 -2.18553 -3.21104
H -3.89280 -4.37868 -3.92023
H -2.23969 -4.20339 -4.67858
O -4.55166 -2.07914 4.52872
C -4.09758 -0.90775 4.60678
C -4.00927 0.06071 3.42217
C -3.32343 1.26090 4.08465
C -3.40755 0.88083 5.59753
O -3.59286 -0.45187 5.73727
H -3.38842 -0.43807 2.67794
H -4.97844 0.30929 2.98970
H -2.30924 1.49952 3.76440
H -3.88705 2.17684 3.90719
H -2.48186 1.15660 6.10265
H -4.18667 1.40909 6.14710
O -1.80052 -1.81508 1.16519
C -1.21727 -0.75030 0.83706
C -0.53472 -0.43042 -0.50189
C -0.35526 1.05464 -0.40623
C -0.35341 1.39122 1.04631
O -1.16453 0.32173 1.54866
H 0.44031 -0.91746 -0.48711
H -1.12618 -0.56003 -1.40824
H 0.54914 1.43368 -0.88215
H -1.16090 1.68384 -0.78458
H 0.60845 1.18912 1.51756
H -0.69841 2.38592 1.32852
O 2.18952 -2.35460 0.20251
C 2.31288 -3.53566 0.50107
C 1.29138 -4.62535 0.19913
C 1.65271 -5.64312 1.31372
C 3.16428 -5.46203 1.42201
O 3.34468 -4.05813 1.16236
H 0.24635 -4.31751 0.23443
H 1.47256 -4.97642 -0.81675
H 1.25439 -5.44425 2.30866
H 1.41827 -6.69286 1.13709
H 3.51367 -5.88082 2.36575
H 3.78058 -5.94773 0.66546
O 2.30827 1.21154 4.26294
C 1.75865 0.13876 4.51503
C 2.39106 -1.17089 4.31992
C 1.12082 -2.02137 4.06968
C 0.00737 -1.24318 4.69245
O 0.44549 0.09937 4.78213
H 3.18436 -1.30100 3.58381
H 2.69661 -1.28143 5.36036
H 0.98599 -2.26884 3.01674
H 1.13763 -2.97907 4.58990
H -0.82600 -1.25597 3.99001
H -0.27512 -1.63276 5.67047
Cl -4.73290 4.07658 -1.62623
C -3.51715 2.85134 -1.29986
C -4.08882 1.62012 -0.58256
Cl -4.86952 2.22853 0.93804
H -2.73092 3.25459 -0.66164
H -3.05620 2.55468 -2.24200
H -3.36264 0.85533 -0.30714
H -4.79184 1.07984 -1.21657
Cl -1.62031 5.81427 4.74081
C -0.12206 4.93714 4.36376
C 0.21921 5.18227 2.89373
Cl 1.52639 4.10167 2.41412
H -0.33781 3.86873 4.37010
H 0.73869 5.17389 4.98919
H 0.46915 6.20838 2.62405
H -0.56243 4.85817 2.20663
```

---

No. 2
Entry from the OMol25 dataset: C3H9ClNOP in the gas phase in a non-equilibrium geometry (ωB97M-V/def2-TZVPD).

Kohn-Sham gap = 10.5280 eV
SMILES string = CN(C)[P@@](C)(=O)Cl
ΔE to the lowest compared entry with this formula, charge and spin = 0.20 kcal/mol
net charge = 0
E = -28606.8832 eV

Structure (XYZ):
```
16
C3H9ClNOP | the OMol25 dataset | ωB97M-V/def2-TZVPD
C -1.10144 1.04342 1.48112
N -0.48750 0.25927 0.36404
C -0.73670 -1.16798 0.44557
P 1.03773 0.50222 -0.24541
C 0.85948 -0.03796 -2.02812
O 1.52923 1.83581 0.00119
Cl 2.36813 -0.76300 0.64256
H -0.41634 1.85854 1.83795
H -2.07266 1.33950 1.09167
H -1.02306 0.27903 2.32997
H -0.60518 -1.45521 -0.57912
H 0.00024 -1.65867 1.04785
H -1.84621 -1.36316 0.66711
H -0.04895 0.39612 -2.48401
H 1.81596 0.09600 -2.66661
H 0.72725 -1.16394 -1.90576
```

---

No. 3
Entry from the OMol25 dataset: C4H5N5O2 in the gas phase in a non-equilibrium geometry (ωB97M-V/def2-TZVPD).

Kohn-Sham gap = 9.4021 eV
SMILES string = CN1N=CN(C#N)[C@@H]1[N+](=O)[O-]
ΔE to the lowest compared entry with this formula, charge and spin = 94.29 kcal/mol
net charge = 0
E = -15768.5898 eV

Structure (XYZ):
```
16
C4H5N5O2 | the OMol25 dataset | ωB97M-V/def2-TZVPD
C 2.13860 -0.37038 -0.01131
N 0.92968 0.40594 -0.30645
N 0.71654 1.50260 0.53670
C -0.53059 1.74591 0.60933
N -1.28933 0.92312 -0.21202
C -2.59382 0.80510 -0.24884
N -3.72108 0.74053 -0.38827
C -0.25164 -0.18786 -0.67940
N -0.49358 -1.62336 0.19009
O -0.40571 -1.47613 1.36894
O -0.71063 -2.64514 -0.37492
H 2.96187 0.10422 0.47549
H 2.01187 -1.24324 0.49202
H 2.48239 -0.58334 -0.94727
H -0.93617 2.48659 1.13883
H -0.30839 -0.58458 -1.64292
```

---

No. 4
Entry from the OMol25 dataset: C5H12SSi in the gas phase in a non-equilibrium geometry (ωB97M-V/def2-TZVPD).

Kohn-Sham gap (alpha / beta) = 9.1221 / 5.9624 eV
ΔE to the lowest compared entry with this formula, charge and spin = 93.15 kcal/mol
net charge = 0
E = -24088.7116 eV

Structure (XYZ):
```
19
C5H12SSi | the OMol25 dataset | ωB97M-V/def2-TZVPD
C -1.13759 1.41129 0.85044
C 3.11196 1.02567 0.08508
C 1.12174 -0.51589 0.90480
C -0.11395 -0.16701 -1.82722
C -1.89683 -1.46090 0.39276
Si -0.60903 -0.04685 -0.03282
S 2.57164 -0.55897 -0.01056
H -0.90861 2.42126 0.73182
H -1.47612 1.18552 1.80680
H 3.99451 1.38496 -0.38006
H 2.77008 1.82399 0.72129
H 1.23250 -0.08851 1.91133
H 0.97091 -1.60224 1.08059
H 0.62184 0.50670 -2.15999
H 0.10012 -1.22741 -2.16173
H -0.98006 -0.21267 -2.60328
H -1.48930 -2.48849 0.08603
H -2.13614 -1.48233 1.52054
H -2.82130 -1.13203 -0.07312
```

---

No. 5
Entry from the OMol25 dataset: a molecular structure, C10H20ClMnN4O4S (ωB97M-V/def2-TZVPD).

Kohn-Sham gap (alpha / beta) = 6.2300 / 6.4391 eV
2S+1 = 6
ΔE to the lowest compared entry with this formula, charge and spin = 50.04 kcal/mol
net charge = -1
E = -79514.4372 eV

Structure (XYZ):
```
41
C10H20ClMnN4O4S | the OMol25 dataset | ωB97M-V/def2-TZVPD
Mn -0.80695 -0.45849 -0.72945
C 2.35012 -1.19611 0.54376
C 1.19983 -1.66428 1.42224
N 0.05374 -0.76378 1.35085
C -1.00261 -1.09443 2.32289
C -1.82509 -2.29198 1.86603
S -2.73289 -1.94137 0.33683
C -0.04216 -2.28484 -1.42690
C 1.45495 -2.09344 -1.57445
N 1.93813 -0.93682 -0.81591
H 2.76230 -0.26698 0.95223
H 3.14237 -1.96553 0.61176
H 0.87834 -2.66052 1.11964
H 1.56732 -1.75128 2.45802
H 0.38668 0.18270 1.50751
H -0.54667 -1.27099 3.31302
H -1.66203 -0.22736 2.38716
H -1.16738 -3.16381 1.76588
H -2.52254 -2.53872 2.67207
H -0.36665 -2.91273 -0.59650
H -0.49648 -2.67021 -2.33838
H 2.00265 -3.00675 -1.26747
H 1.70225 -1.92064 -2.62372
H 2.64985 -0.43007 -1.32003
N 0.11485 2.73617 0.64695
C 0.67090 3.93940 0.43592
C 1.61721 3.77810 -0.54954
C 1.53071 2.41624 -0.88716
N 0.61672 1.79189 -0.16655
H -0.76567 2.54950 1.11014
H 0.32643 4.80749 0.96805
H 2.25270 4.53039 -0.97906
H 2.08370 1.86397 -1.62708
C -0.88332 -0.19767 -2.75301
H -0.23505 -0.58038 -3.54486
H -1.92892 -0.20828 -3.09110
O -2.20995 3.07426 -1.38833
Cl -2.88670 2.39393 -0.32186
O -2.85501 3.20869 0.87271
O -4.22597 2.05947 -0.68314
O -2.13970 1.16529 0.02086
```